Record 1
This record from OMol25 describes a structure of composition C25H41BF6O2PPd. The level of theory is wB97M-V/def2-TZVPD.

Calculated values
multiplicity	1
total energy	-60434.36549	eV
relative energy (zero: lowest compared OMol25 entry of this formula, charge and spin)	180.73	kJ/mol
M	635.80	Da
net charge	+1
lowest unoccupied orbital energy (spin up / spin down)	-0.2131 / -0.2131	Eh
gap between HOMO and LUMO (spin up / spin down)	6.972 / 6.971	eV

Last column: Löwdin charge in e.
Geometry (Å):
Pd 0.276 -1.972 1.338  1.13
O 2.709 -2.227 1.110  -0.06
H 3.180 -2.399 1.931  0.08
H 2.870 -3.016 0.556  0.06
F 1.652 -2.558 3.590  0.15
C 0.752 -1.668 3.348  -0.35
F 1.276 -0.493 3.258  0.13
H -0.080 -1.706 4.052  0.17
O 0.627 0.031 0.626  -0.39
P 0.425 1.006 -0.556  0.92
C -0.789 2.340 -0.173  -0.31
C -0.230 3.692 0.340  -0.16
C -0.349 3.875 1.867  -0.17
C -0.285 2.552 2.624  -0.19
C -1.449 1.635 2.221  -0.19
C -1.909 1.869 0.764  -0.17
C -0.081 0.067 -2.044  -0.33
C -1.210 -0.958 -1.844  -0.18
C -2.620 -0.444 -2.136  -0.18
C -2.674 0.181 -3.527  -0.19
C -1.705 1.356 -3.595  -0.19
C -0.268 0.900 -3.332  -0.17
C 1.970 1.866 -1.045  -0.32
C 2.908 0.988 -1.893  -0.19
C 3.521 -0.155 -1.083  -0.17
C 4.091 0.335 0.271  -0.18
C 4.143 1.859 0.342  -0.19
C 2.736 2.448 0.185  -0.18
H -1.214 2.508 -1.165  0.09
H -0.796 4.487 -0.147  0.12
H 0.801 3.829 0.030  0.07
H -1.298 4.362 2.105  0.12
H 0.440 4.542 2.212  0.12
H -0.307 2.736 3.699  0.12
H 0.660 2.047 2.415  0.08
H -2.301 1.802 2.885  0.12
H -1.140 0.599 2.355  0.06
H -2.671 2.652 0.757  0.13
H -2.379 0.973 0.366  0.06
H 0.832 -0.528 -2.159  0.10
H -1.159 -1.371 -0.842  0.04
H -1.012 -1.793 -2.518  0.13
H -2.928 0.308 -1.404  0.09
H -3.320 -1.280 -2.061  0.12
H -3.687 0.515 -3.756  0.12
H -2.394 -0.570 -4.275  0.12
H -2.015 2.112 -2.866  0.10
H -1.749 1.831 -4.576  0.12
H 0.401 1.765 -3.329  0.10
H 0.039 0.272 -4.174  0.13
H 1.602 2.678 -1.679  0.12
H 3.702 1.639 -2.260  0.12
H 2.402 0.603 -2.779  0.10
H 4.298 -0.633 -1.680  0.12
H 2.763 -0.916 -0.899  0.07
H 5.082 -0.086 0.440  0.11
H 3.453 -0.019 1.082  0.08
H 4.805 2.248 -0.434  0.12
H 4.548 2.184 1.300  0.12
H 2.812 3.532 0.106  0.11
H 2.192 2.229 1.104  0.09
C -4.272 -3.383 1.561  -0.05
C -3.256 -4.269 1.233  -0.03
C -1.965 -3.804 0.992  -0.05
C -1.767 -2.464 1.151  -0.12
C -2.726 -1.540 1.446  -0.08
C -4.007 -2.025 1.678  -0.04
H -5.281 -3.748 1.697  0.12
H -3.451 -5.329 1.131  0.13
H -1.192 -4.497 0.688  0.09
H -2.525 -0.488 1.523  0.07
H -4.794 -1.323 1.926  0.12
F 0.749 -3.147 -0.657  0.06
B 1.073 -4.426 -0.060  -1.16
F 0.236 -5.405 -0.516  0.19
F 0.799 -4.153 1.370  0.01
F 2.429 -4.660 -0.211  0.17



Record 2
This record from OMol25 describes a cluster of 4 separate species, C8H12N4 in total. The level of theory is wB97M-V/def2-TZVPD.

Calculated values
multiplicity	1
total energy	-14449.01819	eV
relative energy (zero: lowest compared OMol25 entry of this formula, charge and spin)	244.46	kJ/mol
M	164.21	Da
SMILES string	CC#N.CC#N.CC#N.CC#N
lowest unoccupied orbital energy	0.0215	Eh
gap between HOMO and LUMO	11.668	eV

Last column: Löwdin charge in e.
Geometry (Å):
C 5.218 -3.652 -0.830  -0.06
C 3.929 -2.946 -0.605  -0.25
N 2.963 -2.309 -0.466  0.14
H 4.821 -4.567 -1.270  0.08
H 5.692 -3.870 0.128  0.08
H 5.926 -3.175 -1.507  0.08
C -3.131 -0.540 1.365  -0.07
C -4.007 0.625 1.533  -0.26
N -4.729 1.549 1.780  0.12
H -2.661 -0.822 2.307  0.08
H -2.415 -0.287 0.582  0.05
H -3.655 -1.461 1.111  0.08
C 0.641 -0.017 -0.284  -0.11
C 1.678 0.964 -0.038  -0.29
N 2.585 1.726 0.161  0.10
H 0.850 -0.491 -1.243  0.08
H -0.306 0.523 -0.255  0.04
H 0.648 -0.695 0.569  0.08
C -2.317 3.651 -0.147  -0.06
C -2.387 2.593 -1.195  -0.28
N -2.498 1.678 -1.911  0.12
H -2.365 3.063 0.770  0.06
H -3.140 4.362 -0.222  0.08
H -1.341 4.100 -0.332  0.08



Record 3
This record from OMol25 describes a cluster of 10 separate species, H18NO12 in total. The level of theory is wB97M-V/def2-TZVPD.

Calculated values
multiplicity	1
total energy	-26350.14706	eV
relative energy (zero: lowest compared OMol25 entry of this formula, charge and spin)	318.42	kJ/mol
M	224.14	Da
net charge	-1
lowest unoccupied orbital energy	0.1010	Eh
gap between HOMO and LUMO	9.526	eV

Last column: Löwdin charge in e.
Geometry (Å):
N -0.494 0.926 -0.311  -0.52
O 0.408 0.384 -0.942  -0.03
O -0.083 1.913 0.310  -0.04
O -1.310 0.184 0.219  -0.03
O 2.042 3.700 0.100  -0.10
H 2.786 3.310 0.570  0.02
H 1.292 3.056 0.231  0.00
O 3.645 0.931 -0.959  -0.06
H 2.879 1.128 -1.486  0.01
H 4.306 0.738 -1.653  0.04
O 1.183 -0.598 1.808  0.00
H 0.778 -0.029 1.129  0.03
H 0.872 -0.302 2.629  0.02
O -3.041 -1.335 1.821  -0.08
H -2.197 -1.802 1.806  -0.02
H -2.803 -0.480 1.437  0.00
O -0.559 -2.534 1.276  -0.07
H -0.154 -1.642 1.363  0.00
H -0.514 -2.841 2.186  0.04
O -2.950 -1.326 -1.421  -0.06
H -2.685 -0.719 -0.747  -0.04
H -2.515 -0.908 -2.166  -0.03
O -1.312 -0.649 -3.698  -0.02
H -1.762 -0.494 -4.551  0.07
H -0.692 0.023 -3.661  -0.01
O 1.927 -1.922 -0.947  -0.06
H 1.301 -1.179 -1.002  -0.01
H 2.520 -1.774 -1.661  0.00
O -1.281 1.297 2.923  -0.03
H -0.458 1.402 3.372  0.01
H -1.130 1.543 2.024  -0.02



Record 4
This record from OMol25 describes a structure of composition C31H28BeBrF6NP3. The level of theory is wB97M-V/def2-TZVPD.

Calculated values
expectation value of S²	0.76
multiplicity	2
total energy	-148699.37962	eV
relative energy (zero: lowest compared OMol25 entry of this formula, charge and spin)	0.00	kJ/mol
M	710.40	Da
net charge	+2
lowest unoccupied orbital energy (spin up / spin down)	-0.2148 / -0.3577	Eh
gap between HOMO and LUMO (spin up / spin down)	8.603 / 4.664	eV

Last column: Löwdin charge in e.
Geometry (Å):
Be 0.656 0.817 -0.623  0.07
C -1.543 -1.830 0.794  -0.33
C -1.521 -0.742 1.822  -0.35
P -0.098 0.367 1.566  1.09
C -0.443 1.943 2.323  -0.38
C 0.394 2.607 3.255  -0.11
C -0.074 3.735 3.868  -0.04
C -1.369 4.207 3.634  -0.02
C -2.159 3.592 2.676  -0.05
C -1.710 2.450 2.045  -0.10
C 1.069 -0.383 2.748  -0.36
C 2.263 -0.929 2.275  -0.09
C 3.223 -1.422 3.147  -0.04
C 2.951 -1.375 4.530  -0.04
C 1.771 -0.782 4.991  -0.05
C 0.809 -0.294 4.112  -0.10
P -0.819 -1.268 -0.844  1.15
C -2.212 -1.240 -2.018  -0.37
C -3.483 -0.859 -1.575  -0.09
C -4.542 -0.986 -2.469  -0.04
C -4.326 -1.332 -3.823  -0.02
C -3.058 -1.683 -4.257  -0.03
C -2.024 -1.646 -3.341  -0.06
C 0.085 -2.738 -1.430  -0.39
C -0.544 -3.988 -1.384  -0.08
C 0.177 -5.132 -1.760  -0.05
C 1.452 -5.022 -2.327  -0.04
C 2.013 -3.742 -2.478  -0.04
C 1.344 -2.602 -2.022  -0.09
H -2.537 -2.211 0.536  0.09
H -0.931 -2.708 1.115  0.12
H -1.475 -1.138 2.839  0.11
H -2.442 -0.142 1.755  0.09
H 1.393 2.237 3.415  0.11
H 0.609 4.223 4.557  0.13
H -1.730 5.113 4.095  0.12
H -3.101 4.049 2.450  0.11
H -2.291 1.985 1.250  0.10
H 2.359 -1.035 1.206  0.08
H 4.192 -1.812 2.768  0.13
H 3.696 -1.801 5.214  0.12
H 1.614 -0.667 6.080  0.13
H -0.071 0.258 4.421  0.12
H -3.611 -0.428 -0.593  0.10
H -5.569 -0.855 -2.126  0.12
H -5.196 -1.272 -4.524  0.14
H -2.899 -1.939 -5.285  0.12
H -1.031 -1.939 -3.628  0.11
H -1.602 -4.032 -1.072  0.12
H -0.215 -6.148 -1.600  0.12
H 2.006 -5.892 -2.674  0.12
H 2.976 -3.583 -3.012  0.13
H 1.817 -1.603 -2.018  0.08
Br 2.151 3.469 0.332  0.93
C 0.634 3.422 -0.803  -0.64
C 0.298 4.673 -1.372  -0.07
C -0.772 4.692 -2.238  0.00
C -1.491 3.498 -2.515  -0.01
C -1.095 2.332 -1.903  -0.07
N -0.012 2.277 -1.071  -0.04
H 0.926 5.557 -1.142  0.13
H -1.155 5.641 -2.632  0.14
H -2.365 3.483 -3.152  0.12
H -1.624 1.381 -2.113  0.11
F 1.892 0.288 -1.204  -0.27
P 4.675 0.159 -1.463  0.35
F 4.319 -0.449 -2.878  -0.08
F 4.370 1.604 -2.067  -0.10
F 4.442 0.779 -0.028  -0.11
F 6.201 0.086 -1.507  0.00
F 4.362 -1.275 -0.847  -0.10



Record 5
This record from OMol25 describes an isolated molecule of C17H25N3O2S. The level of theory is wB97M-V/def2-TZVPD.

Calculated values
multiplicity	1
total energy	-37433.73356	eV
relative energy (zero: lowest compared OMol25 entry of this formula, charge and spin)	336.16	kJ/mol
M	335.47	Da
SMILES string	CC(C)c1cc(C(C)C)c(S(=O)(=O)n2cncn2)c(C(C)C)c1
lowest unoccupied orbital energy	0.0104	Eh
gap between HOMO and LUMO	9.770	eV

Last column: Löwdin charge in e.
Geometry (Å):
C -2.236 -1.593 2.967  -0.05
C -1.523 -2.372 1.826  -0.39
C -0.588 -3.443 2.392  -0.06
C -0.797 -1.467 0.888  -0.22
C 0.273 -0.697 1.293  0.02
C 0.889 0.209 0.409  -0.12
C 2.163 0.911 0.928  -0.37
C 1.813 1.803 2.170  -0.07
C 3.288 -0.018 1.381  -0.06
C 0.436 0.285 -0.954  -0.13
S 1.024 1.625 -2.081  0.80
O 2.422 1.354 -2.424  -0.28
O 0.141 1.905 -3.217  -0.29
N 0.878 3.071 -1.059  -0.19
C -0.367 3.591 -0.789  -0.17
N -0.237 4.724 -0.138  0.08
C 1.136 4.875 -0.016  -0.21
N 1.846 3.928 -0.586  0.09
C -0.523 -0.651 -1.387  -0.14
C -0.957 -0.813 -2.853  -0.40
C -2.284 -0.118 -3.113  -0.07
C -1.101 -2.254 -3.395  -0.07
C -1.125 -1.480 -0.431  0.02
H -1.509 -1.078 3.594  0.07
H -2.761 -2.288 3.642  0.08
H -2.911 -0.860 2.539  0.08
H -2.346 -2.843 1.265  0.13
H 0.078 -3.826 1.601  0.09
H -1.190 -4.263 2.834  0.08
H 0.006 -3.015 3.241  0.09
H 0.628 -0.806 2.327  0.13
H 2.556 1.522 0.134  0.08
H 1.009 2.517 1.939  0.06
H 2.694 2.413 2.507  0.09
H 1.425 1.202 3.016  0.08
H 4.187 0.565 1.638  0.09
H 3.541 -0.652 0.571  0.07
H 3.006 -0.611 2.237  0.07
H -1.310 3.141 -1.060  0.13
H 1.639 5.708 0.491  0.12
H -0.160 -0.370 -3.437  0.10
H -2.427 0.003 -4.222  0.11
H -3.039 -0.771 -2.701  0.07
H -2.328 0.851 -2.604  0.07
H -1.776 -2.898 -2.784  0.08
H -0.078 -2.678 -3.484  0.09
H -1.563 -2.198 -4.410  0.09
H -1.941 -2.141 -0.685  0.12



Record 6
This record from OMol25 describes an isolated molecule of C17H22N4O5. The level of theory is wB97M-V/def2-TZVPD.

Calculated values
multiplicity	1
total energy	-34182.71212	eV
relative energy (zero: lowest compared OMol25 entry of this formula, charge and spin)	217.74	kJ/mol
M	362.39	Da
SMILES string	C#CCOC(=O)CNC(=O)[C@H](CCCOC)NC(=O)c1cnc(C)cn1
lowest unoccupied orbital energy	0.0143	Eh
gap between HOMO and LUMO	9.902	eV

Last column: Löwdin charge in e.
Geometry (Å):
C 3.050 -4.576 -3.933  0.14
C 2.098 -5.168 -3.516  -0.09
C 0.939 -5.898 -3.011  -0.17
O 0.608 -5.510 -1.666  0.01
C -0.076 -4.361 -1.549  -0.46
O -0.452 -3.697 -2.477  0.13
C -0.342 -4.044 -0.094  -0.06
N -0.985 -2.765 0.047  0.09
C -0.307 -1.693 0.539  -0.43
O 0.751 -1.787 1.134  0.08
C -0.953 -0.343 0.264  -0.23
C -0.582 0.096 -1.160  -0.12
C -1.226 1.418 -1.555  -0.17
C -0.855 1.832 -2.962  -0.25
O 0.542 2.037 -3.026  -0.19
C 0.965 2.405 -4.317  -0.12
N -0.482 0.575 1.273  0.12
C -1.297 1.501 1.838  -0.43
O -2.433 1.702 1.458  0.08
C -0.701 2.265 3.000  -0.17
C 0.391 1.814 3.734  -0.06
N 0.899 2.505 4.747  0.13
C 0.323 3.667 5.041  -0.31
C 0.890 4.461 6.176  -0.04
C -0.776 4.110 4.303  -0.07
N -1.284 3.422 3.295  0.15
H 3.895 -4.046 -4.302  0.03
H 0.080 -5.735 -3.661  0.13
H 1.155 -6.962 -2.952  0.13
H -0.945 -4.850 0.328  0.14
H 0.600 -4.018 0.451  0.14
H -1.762 -2.576 -0.566  0.14
H -2.040 -0.409 0.358  0.16
H 0.505 0.179 -1.227  0.13
H -0.883 -0.688 -1.864  0.12
H -2.314 1.344 -1.482  0.13
H -0.921 2.206 -0.864  0.12
H -1.147 1.054 -3.684  0.13
H -1.381 2.755 -3.240  0.12
H 2.043 2.547 -4.283  0.09
H 0.730 1.624 -5.050  0.09
H 0.491 3.340 -4.640  0.09
H 0.446 0.394 1.621  0.12
H 0.863 0.859 3.533  0.12
H 0.337 5.386 6.332  0.07
H 0.861 3.873 7.093  0.08
H 1.934 4.704 5.976  0.08
H -1.254 5.054 4.542  0.12



Record 7
This record from OMol25 describes an isolated molecule of C5H10O2. The level of theory is wB97M-V/def2-TZVPD.

Calculated values
multiplicity	1
total energy	-9439.19024	eV
relative energy (zero: lowest compared OMol25 entry of this formula, charge and spin)	371.74	kJ/mol
M	102.13	Da
lowest unoccupied orbital energy	0.0118	Eh
gap between HOMO and LUMO	8.774	eV

Last column: Löwdin charge in e.
Geometry (Å):
C 0.593 2.130 0.396  -0.10
C 0.474 1.029 -0.650  -0.23
C 0.648 -0.358 -0.124  -0.11
O -0.874 -0.403 1.154  -0.08
C 0.173 -1.495 -0.807  -0.07
C -1.328 -1.538 0.200  -0.48
O -1.546 -2.606 0.755  -0.01
H 0.499 3.117 -0.067  0.07
H -0.195 2.018 1.147  0.07
H 1.563 2.090 0.904  0.08
H -0.484 1.089 -1.182  0.13
H 1.253 1.146 -1.419  0.13
H 1.390 -0.478 0.663  0.14
H -0.627 -0.909 1.947  0.11
H 0.668 -2.443 -0.614  0.11
H -0.157 -1.355 -1.836  0.11
H -2.052 -1.032 -0.466  0.14



Record 8
This record from OMol25 describes a cluster of 2 separate species, C3H7S in total. The level of theory is wB97M-V/def2-TZVPD.

Calculated values
multiplicity	1
total energy	-14059.86027	eV
relative energy (zero: lowest compared OMol25 entry of this formula, charge and spin)	57.92	kJ/mol
M	75.16	Da
net charge	-1
lowest unoccupied orbital energy	0.1429	Eh
gap between HOMO and LUMO	6.376	eV

Last column: Löwdin charge in e.
Geometry (Å):
C -1.408 0.350 -1.043  -0.14
C -0.215 0.011 -0.196  -0.29
C -0.065 -1.141 0.452  -0.06
H -1.130 0.246 -2.099  0.06
H -2.260 -0.311 -0.876  0.06
H -1.719 1.386 -0.903  0.06
H 0.560 0.775 -0.116  -0.01
H 0.799 -1.332 1.070  -0.02
H -0.801 -1.929 0.295  0.04
S 2.570 0.762 1.386  -0.21
H 3.669 1.184 2.029  -0.48



- Among the records above, which one has the highest total energy?
  C5H10O2



- Among the records above, which one has the lowest M?
  C3H7S



- Among the records above, which one has the highest M?
  C31H28BeBrF6NP3